{
  "formula": "C18H16AsHfNPS4",
  "method": "the ωB97M-V functional and the def2-TZVPD basis",
  "lumo_ev": -4.3,
  "total_charge": 1,
  "de_lowest_ev": 0.0797,
  "energy_ev": -135188.4709,
  "orbital_gap_ev": 7.1,
  "symbols": ["Hf", "S", "As", "S", "S", "S", "N", "C", "C", "C", "C", "C", "C", "P", "C", "C", "C", "C", "C", "C", "C", "C", "C", "C", "C", "C", "H", "H", "H", "H", "H", "H", "H", "H", "H", "H", "H", "H", "H", "H", "H", "H"],
  "xyz": [[0.85, 2.57, -0.11], [3.89, 6.01, -1.39], [2.57, 4.55, -0.84], [2.69, 2.46, -1.74], [0.35, 4.78, -1.17], [2.40, 3.82, 1.33], [-1.65, 2.36, -0.49], [-2.36, 1.09, -0.43], [-3.73, 1.06, -0.24], [-4.40, -0.16, -0.20], [-3.70, -1.34, -0.35], [-2.32, -1.32, -0.53], [-1.64, -0.10, -0.55], [0.17, 0.02, -0.75], [0.71, -1.67, -1.13], [1.04, -2.61, -0.16], [1.37, -3.90, -0.56], [1.39, -4.23, -1.91], [1.06, -3.28, -2.87], [0.73, -2.00, -2.48], [0.70, 0.29, 1.01], [-0.16, 0.49, 2.09], [0.35, 0.70, 3.36], [1.73, 0.70, 3.57], [2.60, 0.52, 2.50], [2.10, 0.35, 1.22], [-1.66, 2.67, -1.47], [-2.21, 3.06, -0.01], [-4.29, 1.98, -0.14], [-5.47, -0.17, -0.06], [-4.22, -2.29, -0.33], [-1.77, -2.24, -0.64], [1.02, -2.36, 0.89], [1.63, -4.64, 0.18], [1.65, -5.24, -2.21], [1.08, -3.54, -3.92], [0.50, -1.24, -3.22], [-1.24, 0.45, 1.95], [-0.32, 0.83, 4.20], [2.12, 0.85, 4.57], [3.67, 0.54, 2.66], [2.77, 0.19, 0.39]],
  "lowdin_charge": [0.647, 0.096, -0.295, 0.051, 0.026, 0.056, -0.023, -0.320, -0.016, -0.045, -0.047, -0.049, -0.320, 1.044, -0.383, -0.078, -0.056, -0.052, -0.056, -0.089, -0.510, -0.080, -0.038, -0.036, -0.064, -0.188, 0.088, 0.105, 0.124, 0.119, 0.118, 0.111, 0.112, 0.115, 0.116, 0.116, 0.111, 0.113, 0.121, 0.124, 0.128, 0.104]
}


{
  "formula": "C24H49Br20FNO3S",
  "method": "the ωB97M-V functional and the def2-TZVPD basis",
  "lumo_ev": -3.1,
  "total_charge": 1,
  "energy_ev": -1447711.7383,
  "orbital_gap_ev": 7.6,
  "symbols": ["O", "S", "O", "F", "C", "C", "O", "C", "C", "N", "H", "H", "H", "H", "H", "H", "H", "H", "H", "Br", "C", "C", "Br", "H", "H", "H", "H", "Br", "C", "C", "Br", "H", "H", "H", "H", "Br", "C", "C", "Br", "H", "H", "H", "H", "Br", "C", "C", "Br", "H", "H", "H", "H", "Br", "C", "C", "Br", "H", "H", "H", "H", "Br", "C", "C", "Br", "H", "H", "H", "H", "Br", "C", "C", "Br", "H", "H", "H", "H", "Br", "C", "C", "Br", "H", "H", "H", "H", "Br", "C", "C", "Br", "H", "H", "H", "H", "Br", "C", "C", "Br", "H", "H", "H", "H"],
  "xyz": [[1.62, 6.95, -3.36], [1.43, 5.55, -3.18], [2.55, 4.69, -3.17], [0.61, 5.36, -1.91], [0.35, 5.00, -4.50], [-0.81, 4.09, -4.07], [-1.92, 4.76, -3.52], [-2.37, 5.81, -4.33], [-1.27, 6.85, -4.41], [-0.19, 6.20, -5.22], [0.96, 4.45, -5.20], [-0.46, 3.37, -3.34], [-1.13, 3.54, -4.96], [-2.63, 5.45, -5.34], [-3.28, 6.24, -3.93], [-0.93, 7.03, -3.40], [-1.58, 7.79, -4.84], [-0.65, 5.83, -6.05], [0.54, 6.85, -5.52], [4.21, 1.68, -0.89], [3.59, 3.36, -0.15], [4.63, 3.99, 0.74], [4.73, 3.09, 2.46], [2.66, 3.15, 0.37], [3.39, 4.00, -1.01], [4.37, 5.02, 0.96], [5.62, 3.95, 0.30], [5.63, 4.10, -5.01], [5.07, 2.28, -4.62], [4.20, 1.70, -5.70], [2.39, 2.41, -5.62], [4.57, 2.30, -3.66], [5.99, 1.70, -4.54], [4.09, 0.63, -5.55], [4.57, 1.89, -6.70], [-0.24, 0.25, -4.78], [-1.80, -0.39, -5.77], [-2.08, 0.54, -6.92], [-2.93, 2.18, -6.31], [-2.63, -0.47, -5.07], [-1.53, -1.38, -6.13], [-2.78, 0.11, -7.63], [-1.17, 0.82, -7.43], [2.65, -1.80, 1.03], [3.40, -0.54, 2.32], [3.44, -1.12, 3.70], [1.68, -1.14, 4.53], [2.80, 0.36, 2.26], [4.40, -0.32, 1.96], [4.06, -0.50, 4.35], [3.81, -2.14, 3.72], [0.80, 2.72, -1.08], [1.08, 0.90, -0.42], [0.15, -0.09, -1.07], [-1.65, 0.03, -0.35], [0.97, 0.94, 0.65], [2.12, 0.66, -0.68], [0.47, -1.10, -0.86], [0.06, 0.06, -2.14], [-5.16, -2.41, -0.49], [-6.21, -0.97, 0.31], [-5.34, 0.19, 0.69], [-4.32, -0.17, 2.31], [-6.73, -1.40, 1.16], [-6.92, -0.68, -0.45], [-5.95, 1.06, 0.92], [-4.62, 0.45, -0.08], [-3.87, -4.47, 4.61], [-2.21, -3.65, 5.20], [-1.92, -2.38, 4.45], [-1.28, -2.73, 2.64], [-1.43, -4.40, 5.07], [-2.34, -3.44, 6.26], [-1.12, -1.82, 4.93], [-2.80, -1.75, 4.35], [-1.86, -8.02, 5.96], [-3.62, -8.56, 6.60], [-4.28, -7.47, 7.40], [-3.51, -7.32, 9.19], [-3.48, -9.47, 7.16], [-4.20, -8.77, 5.70], [-5.33, -7.69, 7.55], [-4.17, -6.49, 6.94], [8.26, 5.43, 0.26], [8.32, 4.66, 2.05], [9.27, 3.51, 2.14], [8.56, 1.90, 1.30], [7.30, 4.37, 2.30], [8.63, 5.47, 2.70], [9.45, 3.24, 3.18], [10.22, 3.71, 1.65], [-7.30, -9.57, 6.01], [-6.95, -10.55, 4.36], [-6.45, -11.94, 4.64], [-4.59, -11.94, 5.20], [-6.25, -9.96, 3.79], [-7.91, -10.59, 3.84], [-6.48, -12.54, 3.73], [-7.01, -12.45, 5.42]],
  "lowdin_charge": [-0.215, 0.600, -0.270, -0.160, -0.266, -0.206, -0.085, -0.168, -0.066, 0.092, 0.049, 0.063, 0.038, 0.130, 0.147, 0.133, 0.150, 0.190, 0.190, 0.756, -0.711, -0.663, 0.651, -0.022, 0.019, 0.069, 0.011, 0.635, -0.694, -0.630, 0.673, -0.016, 0.068, 0.067, 0.057, 0.674, -0.642, -0.662, 0.678, 0.061, 0.067, 0.064, 0.051, 0.679, -0.702, -0.674, 0.645, 0.026, 0.046, 0.060, 0.055, 0.829, -0.688, -0.696, 0.633, 0.054, -0.076, 0.029, -0.049, 0.603, -0.692, -0.697, 0.616, 0.052, 0.057, 0.058, 0.010, 0.620, -0.680, -0.698, 0.569, 0.049, 0.064, 0.010, 0.009, 0.595, -0.730, -0.709, 0.604, 0.038, 0.016, 0.024, 0.005, 0.618, -0.688, -0.684, 0.597, -0.012, 0.062, 0.061, 0.051, 0.643, -0.686, -0.690, 0.638, 0.051, 0.058, 0.059, 0.051]
}


{
  "formula": "C14H52F6N2O11P",
  "method": "the ωB97M-V functional and the def2-TZVPD basis",
  "lumo_ev": 2.1,
  "total_charge": -1,
  "de_lowest_ev": 3.3084,
  "energy_ev": -66462.6774,
  "orbital_gap_ev": 9.3,
  "symbols": ["P", "F", "F", "F", "F", "F", "F", "C", "C", "O", "H", "H", "H", "H", "H", "H", "C", "C", "O", "H", "H", "H", "H", "H", "H", "C", "C", "O", "H", "H", "H", "H", "H", "H", "C", "C", "C", "O", "C", "N", "H", "H", "H", "H", "H", "H", "H", "H", "H", "H", "H", "C", "C", "C", "O", "C", "N", "H", "H", "H", "H", "H", "H", "H", "H", "H", "H", "H", "O", "H", "H", "O", "H", "H", "O", "H", "H", "O", "H", "H", "O", "H", "H", "O", "H", "H"],
  "xyz": [[11.65, -33.47, -13.45], [13.25, -33.15, -13.31], [12.08, -34.04, -14.89], [11.85, -34.93, -12.69], [10.13, -33.95, -13.75], [11.31, -32.83, -12.02], [11.60, -32.05, -14.30], [13.01, -25.63, -13.22], [12.40, -26.93, -12.76], [13.36, -28.04, -12.94], [13.74, -25.83, -14.00], [13.59, -25.32, -12.35], [12.26, -24.86, -13.39], [11.52, -27.04, -13.38], [12.09, -27.05, -11.72], [13.08, -28.66, -13.62], [9.06, -27.59, -17.61], [8.79, -29.00, -17.04], [7.46, -29.31, -17.29], [10.04, -27.53, -18.08], [9.14, -26.83, -16.84], [8.48, -27.46, -18.53], [8.98, -29.10, -15.97], [9.41, -29.65, -17.65], [7.15, -29.79, -16.52], [9.44, -35.39, -6.68], [9.84, -34.16, -7.59], [8.66, -33.51, -8.07], [10.33, -36.02, -6.59], [8.64, -36.03, -7.07], [9.09, -35.09, -5.69], [10.42, -34.34, -8.50], [10.39, -33.46, -6.97], [8.35, -34.04, -8.81], [16.04, -29.59, -6.95], [15.00, -29.63, -8.02], [13.60, -30.08, -7.52], [13.04, -29.01, -6.72], [13.29, -29.24, -5.30], [14.89, -28.33, -8.72], [16.03, -30.45, -6.28], [15.86, -28.68, -6.39], [17.02, -29.47, -7.41], [15.46, -30.30, -8.73], [13.54, -31.03, -7.00], [12.97, -30.21, -8.41], [12.64, -28.68, -4.63], [14.26, -28.85, -5.00], [13.17, -30.29, -5.04], [14.09, -27.92, -8.25], [14.56, -28.60, -9.63], [11.83, -39.96, -11.38], [10.32, -39.80, -11.84], [9.40, -39.38, -10.68], [9.39, -40.52, -9.91], [8.89, -40.35, -8.60], [10.30, -38.83, -12.90], [12.27, -39.31, -10.62], [12.53, -40.18, -12.19], [11.88, -40.91, -10.84], [9.98, -40.76, -12.24], [8.35, -39.13, -10.85], [9.82, -38.58, -10.07], [8.94, -41.33, -8.12], [7.89, -39.90, -8.63], [9.59, -39.69, -8.09], [9.35, -38.80, -13.23], [10.53, -37.88, -12.63], [9.38, -34.74, -17.79], [10.16, -34.28, -17.47], [9.31, -35.51, -17.22], [8.89, -30.19, -12.21], [9.24, -30.54, -11.39], [9.59, -30.35, -12.86], [14.69, -30.66, -16.43], [15.01, -30.67, -15.53], [13.99, -31.31, -16.45], [17.33, -32.18, -12.88], [16.44, -32.35, -13.20], [17.51, -31.28, -13.14], [14.84, -35.54, -10.13], [15.29, -34.70, -10.22], [13.99, -35.41, -10.55], [5.79, -34.29, -10.68], [6.13, -34.12, -11.56], [4.96, -34.74, -10.83]],
  "lowdin_charge": [0.194, -0.206, -0.195, -0.207, -0.172, -0.157, -0.212, -0.098, -0.283, -0.109, 0.079, 0.066, 0.072, 0.098, 0.107, 0.066, -0.085, -0.333, -0.076, 0.056, 0.065, 0.074, 0.112, 0.104, 0.084, -0.077, -0.281, -0.100, 0.057, 0.057, 0.061, 0.107, 0.098, 0.071, -0.092, -0.442, -0.170, -0.198, -0.084, 0.053, 0.082, 0.065, 0.078, 0.132, 0.113, 0.119, 0.077, 0.066, 0.083, 0.053, 0.064, -0.048, -0.397, -0.233, -0.224, -0.093, 0.023, 0.073, 0.069, 0.055, 0.136, 0.123, 0.121, 0.089, 0.085, 0.084, 0.064, 0.076, -0.059, 0.025, 0.027, -0.059, 0.027, 0.014, -0.053, 0.018, 0.030, -0.052, 0.022, 0.025, -0.056, 0.026, 0.021, -0.051, 0.033, 0.025]
}